Entry 1:
{"formula": "C3H5N3", "method": "wB97M-V/def2-TZVPD", "elements": ["C", "N", "C", "N", "C", "N", "H", "H", "H", "H", "H"], "coordinates": [[0.2640, -1.1493, 1.3190], [1.0477, -0.3192, 0.4256], [0.9001, -0.0706, -0.7487], [0.7616, 0.3643, -1.8999], [-1.4678, 1.8182, -0.4013], [-1.9975, 1.5617, 0.5916], [0.8375, -1.3245, 2.2309], [-0.6652, -0.6317, 1.5781], [0.0207, -2.1144, 0.8628], [1.2412, -0.1389, -2.6374], [-0.9424, 2.0043, -1.3206]], "lumo_energy_ev": 0.86, "total_energy_ha": -281.52919, "spin_multiplicity": 1, "homo_lumo_gap_ev": 11.0, "total_charge": 0, "smiles": "CN=C=N.C#N"}



Entry 2:
{"formula": "C3H5N3", "method": "wB97M-V/def2-TZVPD", "elements": ["C", "C", "N", "N", "N", "C", "H", "H", "H", "H", "H"], "coordinates": [[0.2409, -0.2947, -1.9705], [-0.9283, -0.2679, -1.0942], [-1.8643, -0.2541, -0.4154], [-0.8995, 1.0129, 2.2589], [0.1093, 0.4071, 1.8940], [1.0333, -0.1092, 1.3322], [1.0632, 0.2653, -1.5177], [0.5614, -1.3277, -2.1300], [-0.0152, 0.1478, -2.9362], [-0.6850, 1.5421, 3.1069], [1.3841, -1.1215, 1.4721]], "lumo_energy_ev": 0.87, "total_energy_ha": -281.45556, "spin_multiplicity": 1, "homo_lumo_gap_ev": 10.0, "total_charge": 0}